Density functional theory data (wB97M-V/def2-TZVPD) for C7H18N3NaO7P2S as an isolated structure in a non-equilibrium geometry.

Its multiplicity is 1. As for the total energy: -60190.3720 eV.

Element x y z (Å)
S  1.440  -0.797  -4.534
P  -1.539  -1.366  -0.303
P  -1.697  1.681  0.379
Na  0.812  -0.004  0.439
O  -1.555  -1.193  -1.884
O  -2.502  2.475  1.340
O  -0.191  -1.644  0.222
O  -2.493  -2.644  -0.096
O  -1.968  2.196  -1.152
O  -0.230  1.552  0.570
O  -2.542  -0.373  1.741
N  1.451  -0.081  -2.079
N  3.221  -0.020  0.587
N  1.233  -0.118  2.753
C  1.889  -0.992  -2.869
C  -2.502  0.007  0.370
C  0.718  0.846  -2.741
C  3.504  -0.418  1.952
C  2.595  0.339  2.914
C  -3.892  0.050  -0.230
C  0.600  0.632  -4.078
H  -2.621  -2.755  0.847
H  0.279  1.655  -2.189
H  3.785  -0.562  -0.057
H  3.464  0.955  0.460
H  4.557  -0.244  2.238
H  -4.445  -0.849  0.043
H  1.080  -0.965  3.287
H  -4.419  0.922  0.157
H  2.636  1.403  2.669
H  0.572  0.581  3.063
H  -3.822  0.110  -1.313
H  3.286  -1.484  2.039
H  -0.956  -1.836  -2.269
H  0.084  1.213  -4.816
H  2.489  -1.823  -2.554
H  -2.676  0.464  2.223
H  2.975  0.199  3.943
H  -2.620  2.891  -1.072

Taken from the Löwdin analysis, the atomic charges in e are: number 1, S, carries 1.0017; number 2, P, carries 0.5024; number 3, P, carries 0.3103; number 4, Na, carries 0.1650; number 5, O, carries -0.0870; number 6, O, carries -0.2918; number 7, O, carries -0.2709; number 8, O, carries -0.0951; number 9, O, carries -0.1439; number 10, O, carries -0.3234; number 11, O, carries -0.0774; number 12, N, carries -0.0180; number 13, N, carries -0.0016; number 14, N, carries 0.0056; number 15, C, carries -0.4745; number 16, C, carries -0.5946; number 17, C, carries -0.2356; number 18, C, carries -0.2742; number 19, C, carries -0.2669; number 20, C, carries -0.0644; number 21, C, carries -0.3847; number 22, H, carries 0.0813; number 23, H, carries 0.0956; number 24, H, carries 0.0797; number 25, H, carries 0.0902; number 26, H, carries 0.1109; number 27, H, carries 0.0849; number 28, H, carries 0.0941; number 29, H, carries 0.0888; number 30, H, carries 0.1198; number 31, H, carries 0.0872; number 32, H, carries 0.0825; number 33, H, carries 0.1158; number 34, H, carries 0.0827; number 35, H, carries 0.0648; number 36, H, carries 0.0727; number 37, H, carries 0.0897; number 38, H, carries 0.1131; number 39, H, carries 0.0649



Density functional theory data (wB97M-V/def2-TZVPD) for a 2-piece molecular cluster, C7H18N3O2S overall in a non-equilibrium geometry.

As for the charge: +1. Its multiplicity is 1. For the energy above the lowest of the compared OMol25 structures with the same formula, charge and spin, the calculation gives 344.2 kJ/mol.

Element x y z (Å)
S  -1.357  -0.221  1.992
O  2.990  -0.300  -0.700
O  -2.650  0.376  -0.166
N  0.937  1.693  1.477
N  -1.801  0.692  0.753
N  3.064  0.911  1.681
C  3.186  -0.681  -2.149
C  1.965  0.490  -0.379
C  -4.793  -0.175  1.035
C  1.962  0.997  0.872
C  -3.251  -2.062  0.222
C  -3.775  -0.613  0.007
C  4.008  0.342  -2.862
H  0.305  2.135  0.841
H  -4.111  -2.767  0.072
H  3.697  0.413  -3.946
H  5.029  0.031  -2.949
H  3.850  0.394  1.352
H  -3.051  -2.186  1.318
H  4.159  1.351  -2.398
H  3.785  -1.603  -1.911
H  0.972  0.580  -1.043
H  2.213  -0.960  -2.442
H  -4.886  0.915  1.096
H  -4.481  -0.632  1.938
H  -4.138  -0.562  -1.130
H  -2.349  -2.279  -0.362
H  -5.668  -0.703  0.810
H  -0.287  0.792  2.250
H  1.316  2.340  2.134
H  3.163  1.294  2.586

Taken from the Löwdin analysis, the atomic charges in e are: number 1, S, carries 1.0103; number 2, O, carries -0.1422; number 3, O, carries -0.1060; number 4, N, carries 0.0410; number 5, N, carries -0.3306; number 6, N, carries 0.1371; number 7, C, carries -0.1717; number 8, C, carries -0.1742; number 9, C, carries -0.0286; number 10, C, carries -0.4568; number 11, C, carries -0.0721; number 12, C, carries -0.3578; number 13, C, carries -0.0782; number 14, H, carries 0.0930; number 15, H, carries 0.1141; number 16, H, carries 0.0985; number 17, H, carries 0.0591; number 18, H, carries 0.0943; number 19, H, carries 0.0497; number 20, H, carries 0.1006; number 21, H, carries 0.1382; number 22, H, carries 0.1608; number 23, H, carries 0.0929; number 24, H, carries 0.1103; number 25, H, carries 0.0608; number 26, H, carries 0.1933; number 27, H, carries 0.0912; number 28, H, carries 0.0838; number 29, H, carries -0.0088; number 30, H, carries 0.1096; number 31, H, carries 0.0885



Density functional theory data (wB97M-V/def2-TZVPD) for an isolated ion of composition C7H18N5O and charge +1 in a non-equilibrium geometry.

As for the charge: +1. Its multiplicity is 1. For the energy above the lowest of the compared OMol25 structures with the same formula, charge and spin, the calculation gives 186.6 kJ/mol.

Element x y z (Å)
O  1.204  -1.314  1.966
N  1.439  2.465  -0.209
N  1.630  -2.230  -0.098
N  2.229  0.403  -1.138
N  0.512  1.505  1.877
N  -2.149  0.172  1.284
C  -1.643  -1.132  -0.660
C  0.678  1.265  0.529
C  -2.555  -2.302  -0.383
C  -0.574  1.102  -0.365
C  1.508  -1.199  0.797
C  -1.498  0.019  0.027
C  1.802  0.228  0.269
H  -2.936  -2.662  -1.240
H  1.182  -3.015  0.330
H  2.159  2.847  0.407
H  -1.169  1.949  -0.329
H  -2.180  -3.293  0.126
H  1.099  1.016  2.553
H  -1.149  -1.420  -1.506
H  1.370  -1.954  -1.033
H  1.996  1.908  -1.046
H  -2.426  -0.709  1.748
H  -2.879  0.879  1.194
H  2.818  0.459  0.704
H  0.830  3.261  -0.400
H  -0.455  1.640  2.083
H  1.440  0.109  -1.711
H  3.014  -0.099  -1.494
H  -0.492  1.065  -1.469
H  -3.256  -2.066  0.380

Taken from the Löwdin analysis, the atomic charges in e are: number 1, O, carries 0.0880; number 2, N, carries 0.1522; number 3, N, carries 0.1890; number 4, N, carries 0.0413; number 5, N, carries 0.1514; number 6, N, carries 0.0921; number 7, C, carries -0.0923; number 8, C, carries -0.4291; number 9, C, carries -0.0719; number 10, C, carries -0.0822; number 11, C, carries -0.4842; number 12, C, carries -0.3418; number 13, C, carries -0.1993; number 14, H, carries 0.0289; number 15, H, carries 0.1164; number 16, H, carries 0.1469; number 17, H, carries 0.1043; number 18, H, carries 0.1276; number 19, H, carries 0.1211; number 20, H, carries 0.0671; number 21, H, carries 0.0900; number 22, H, carries 0.1424; number 23, H, carries 0.1087; number 24, H, carries 0.1088; number 25, H, carries 0.1842; number 26, H, carries 0.1469; number 27, H, carries 0.0844; number 28, H, carries 0.0963; number 29, H, carries 0.1177; number 30, H, carries 0.1450; number 31, H, carries 0.0500